1.
{
  "formula": "C21H32N2O3",
  "method": "ωB97M-V with the def2-TZVPD basis set",
  "elements": ["C", "O", "C", "C", "C", "C", "N", "C", "C", "C", "C", "N", "C", "O", "C", "C", "C", "C", "C", "C", "C", "C", "C", "C", "O", "C", "H", "H", "H", "H", "H", "H", "H", "H", "H", "H", "H", "H", "H", "H", "H", "H", "H", "H", "H", "H", "H", "H", "H", "H", "H", "H", "H", "H", "H", "H", "H", "H"],
  "xyz": [[-2.9237, 0.5687, -4.1935], [-3.3296, 0.9547, -2.9074], [-2.3558, 1.2633, -1.9944], [-0.9934, 1.2170, -2.2268], [-0.0889, 1.5231, -1.2213], [-0.5221, 1.8922, 0.0475], [0.4160, 2.2821, 1.0000], [0.5836, 1.7770, 2.3576], [-0.6377, 1.1470, 3.0330], [-0.9754, -0.2235, 2.4506], [0.2572, -1.1323, 2.4661], [1.3459, -0.4996, 1.7593], [1.8314, -0.7179, 0.5075], [2.5476, 0.1297, -0.0032], [1.5252, -2.0238, -0.2441], [0.0452, -2.0532, -0.6601], [1.9126, -3.2796, 0.5534], [3.4127, -3.3330, 0.8313], [4.1924, -3.3741, -0.4770], [3.8608, -2.1420, -1.3089], [2.3569, -2.0295, -1.5444], [1.7244, 0.7396, 2.4144], [-1.9014, 1.9982, 0.2650], [-2.8106, 1.6737, -0.7243], [-4.1682, 1.7279, -0.5767], [-4.6904, 2.1386, 0.6587], [-3.8420, 0.3798, -4.7478], [-2.3214, -0.3469, -4.1713], [-2.3563, 1.3607, -4.6950], [-0.6121, 0.9306, -3.1943], [0.9699, 1.4627, -1.4246], [1.3313, 2.3282, 0.5654], [0.8988, 2.6418, 2.9638], [-1.4969, 1.8126, 2.9785], [-0.3895, 1.0287, 4.0918], [-1.7716, -0.6871, 3.0366], [-1.3238, -0.1154, 1.4227], [0.0062, -2.0960, 2.0362], [0.5803, -1.2957, 3.5030], [-0.1076, -2.8316, -1.4059], [-0.6255, -2.2595, 0.1681], [-0.2389, -1.0992, -1.1000], [1.3750, -3.3448, 1.4985], [1.6306, -4.1527, -0.0420], [3.7084, -2.4504, 1.4035], [3.6397, -4.2164, 1.4331], [5.2647, -3.4125, -0.2751], [3.9225, -4.2778, -1.0302], [4.2106, -1.2477, -0.7941], [4.3694, -2.1939, -2.2742], [2.1488, -1.1143, -2.0998], [2.0308, -2.8777, -2.1514], [2.6166, 1.1281, 1.9203], [1.9647, 0.5179, 3.4600], [-2.2556, 2.3635, 1.2123], [-4.3866, 1.4678, 1.4709], [-4.3925, 3.1636, 0.9058], [-5.7731, 2.0982, 0.5476]],
  "forces_ev_per_angstrom": [[0.1, -0.1, -0.2], [0.0, 0.2, 0.4], [-0.2, 0.0, -0.1], [-0.4, 0.0, -0.1], [0.1, 0.1, 0.3], [-0.2, 0.0, -0.6], [0.5, 0.2, 0.0], [0.2, -0.1, 0.5], [0.0, 0.1, -0.3], [0.1, -0.1, 0.2], [-0.5, -0.3, -0.1], [0.1, 0.2, 0.3], [0.0, -0.2, 0.0], [0.2, 0.2, -0.3], [-0.2, -0.2, -0.3], [0.1, 0.1, 0.1], [0.1, 0.2, 0.2], [-0.1, -0.3, -0.2], [0.1, 0.2, 0.1], [0.0, -0.2, -0.1], [0.2, 0.3, 0.2], [0.1, 0.5, -0.1], [-0.1, 0.0, 0.0], [-0.2, -0.1, -0.1], [0.4, -0.1, -0.3], [-0.1, 0.1, 0.2], [0.1, 0.0, 0.0], [0.0, 0.0, 0.0], [0.0, 0.0, 0.0], [0.0, 0.0, -0.1], [0.1, 0.0, 0.0], [-0.1, 0.0, 0.0], [0.0, -0.2, 0.0], [0.0, 0.0, 0.1], [0.0, 0.1, 0.0], [0.0, 0.0, 0.0], [0.0, -0.1, 0.0], [0.1, 0.0, 0.1], [0.0, -0.1, -0.1], [0.0, -0.1, 0.0], [-0.1, 0.0, 0.1], [-0.1, 0.0, 0.0], [-0.1, 0.0, 0.0], [-0.1, 0.0, 0.0], [0.1, 0.0, 0.1], [0.0, 0.1, 0.1], [0.0, -0.1, 0.0], [0.0, -0.1, 0.0], [0.0, 0.0, -0.1], [0.0, 0.0, 0.0], [-0.1, 0.0, -0.1], [-0.1, -0.1, 0.0], [-0.1, 0.0, 0.2], [0.0, 0.0, 0.0], [-0.1, 0.1, 0.1], [0.0, 0.0, 0.0], [0.0, -0.1, 0.0], [0.1, 0.0, 0.1]],
  "mulliken_charge": [-0.892, -0.444, 0.955, -0.702, -1.001, -0.201, -0.278, 0.073, -1.436, -0.167, -0.909, 0.284, -0.197, -0.671, 2.505, -1.766, -1.368, -0.547, -0.872, -0.524, -1.412, -1.368, -0.574, 1.013, -0.469, -0.881, 0.243, 0.327, 0.344, 0.371, 0.357, 0.392, 0.258, 0.451, 0.502, 0.554, 0.077, 0.429, 0.282, 0.583, 0.270, 0.094, 0.261, 0.573, 0.235, 0.459, 0.380, 0.306, 0.250, 0.443, 0.301, 0.581, 0.564, 0.544, 0.511, 0.321, 0.338, 0.249],
  "largest_force_ev_per_a": 0.60,
  "total_energy_ev": -31419.2014,
  "smiles": "COc1ccc(N[C@H]2CCCN(C(=O)C3(C)CCCCC3)C2)cc1OC",
  "spin_multiplicity": 1
}

2.
{
  "formula": "C24H56Cl2N4O15S4",
  "method": "ωB97M-V with the def2-TZVPD basis set",
  "elements": ["H", "N", "C", "N", "N", "C", "C", "C", "C", "N", "O", "C", "C", "C", "C", "O", "O", "C", "Cl", "C", "C", "Cl", "H", "H", "H", "H", "H", "H", "H", "H", "H", "H", "H", "H", "H", "H", "H", "H", "H", "H", "H", "H", "H", "H", "H", "C", "C", "O", "S", "C", "O", "O", "H", "H", "H", "H", "H", "H", "H", "H", "C", "C", "O", "S", "C", "O", "O", "H", "H", "H", "H", "H", "H", "H", "H", "C", "C", "O", "S", "C", "O", "O", "H", "H", "H", "H", "H", "H", "H", "H", "C", "C", "O", "S", "C", "O", "O", "H", "H", "H", "H", "H", "H", "H", "H"],
  "xyz": [[-2.3574, -4.9850, 1.3911], [-1.7775, -5.0398, 0.5571], [-0.5946, -4.8416, 0.8824], [-0.2934, -4.6442, 2.2786], [0.4596, -4.8351, -0.0579], [0.0557, -4.4033, -1.4027], [-0.0462, -2.8719, -1.4341], [1.3223, -2.2076, -1.1140], [1.2456, -1.6267, 0.2996], [2.5538, -1.1172, 0.7634], [3.2513, -2.2658, 1.1848], [4.6144, -2.2293, 0.7726], [5.3301, -3.2937, 1.6128], [4.5531, -4.6455, 1.4921], [2.4529, -0.2868, 1.8965], [3.3396, -0.0757, 2.5939], [1.2404, 0.3589, 2.1511], [0.4524, -0.3871, 3.0479], [0.8612, 0.1201, 4.7379], [-1.0519, -0.0707, 2.8178], [-1.9360, -1.3079, 2.8568], [-1.3212, 0.7344, 1.2124], [-0.0128, -5.5314, 2.6891], [0.4869, -4.0007, 2.3888], [0.8638, -5.7662, -0.0746], [-0.8529, -4.8835, -1.7747], [0.8601, -4.7003, -2.0832], [-0.4000, -2.5289, -2.4064], [-0.7716, -2.5545, -0.6764], [1.5285, -1.4274, -1.8509], [2.1177, -2.9530, -1.1903], [1.0006, -2.4787, 0.9427], [0.4771, -0.8586, 0.2939], [4.7465, -2.3961, -0.3018], [5.0541, -1.2724, 1.0628], [5.1953, -2.9662, 2.6454], [6.3749, -3.3922, 1.3324], [5.2808, -5.4502, 1.3509], [3.8674, -4.6455, 0.6430], [3.9974, -4.8595, 2.4047], [0.7079, -1.4391, 2.9205], [-1.3730, 0.6658, 3.5464], [-2.9721, -0.9672, 2.8816], [-1.8385, -1.9071, 1.9492], [-1.7353, -1.9406, 3.7236], [-0.8491, 7.1462, 5.5182], [0.2840, 6.3095, 6.0806], [0.3396, 5.0057, 5.4792], [1.0054, 4.8768, 4.0316], [1.1773, 3.1241, 4.0220], [2.3004, 5.4846, 4.0665], [0.0402, 5.2559, 3.0457], [-0.6650, 7.4084, 4.4764], [-0.9570, 8.0702, 6.0876], [-1.7891, 6.5947, 5.5533], [1.2437, 6.8183, 5.9723], [0.1240, 6.1444, 7.1453], [1.8572, 2.8335, 4.8169], [1.5845, 2.8356, 3.0552], [0.1996, 2.6775, 4.1638], [-6.3481, 4.4861, -2.9952], [-5.9348, 3.1291, -2.4578], [-4.7597, 3.2235, -1.6343], [-4.9380, 3.7339, -0.1322], [-3.3549, 3.2370, 0.4576], [-5.9497, 2.9459, 0.5046], [-5.0115, 5.1616, -0.1352], [-6.7059, 5.1330, -2.1935], [-7.1481, 4.3773, -3.7286], [-5.5028, 4.9894, -3.4648], [-6.7516, 2.6535, -1.9111], [-5.6769, 2.4751, -3.2893], [-3.2826, 2.1582, 0.3917], [-3.2703, 3.5580, 1.4939], [-2.5884, 3.7176, -0.1458], [11.0339, -0.5588, 0.5057], [10.0113, -1.0631, -0.4935], [10.2139, -2.4515, -0.8174], [9.6937, -3.5446, 0.2180], [9.8063, -4.9358, -0.8568], [8.3150, -3.2842, 0.5095], [10.6524, -3.6898, 1.2655], [10.8905, -1.0201, 1.4828], [10.9468, 0.5217, 0.6238], [12.0449, -0.8007, 0.1771], [8.9932, -0.9022, -0.1343], [10.1134, -0.5172, -1.4301], [9.1228, -4.7924, -1.6897], [9.5242, -5.8170, -0.2842], [10.8319, -5.0270, -1.2053], [-8.9277, -0.3581, -8.1847], [-8.7214, 1.1441, -8.1966], [-9.4258, 1.7924, -7.1226], [-8.7764, 1.7470, -5.6670], [-9.7866, 2.9950, -4.9405], [-7.4299, 2.2280, -5.7442], [-9.0893, 0.4944, -5.0566], [-8.4473, -0.8146, -7.3193], [-8.5041, -0.8057, -9.0844], [-9.9895, -0.6004, -8.1326], [-7.6606, 1.3989, -8.1626], [-9.1247, 1.5623, -9.1176], [-9.6007, 3.9375, -5.4493], [-9.5106, 3.0718, -3.8905], [-10.8290, 2.7010, -5.0338]],
  "forces_ev_per_angstrom": [[-0.1, 0.1, -0.1], [-1.5, -0.2, -0.7], [0.5, -0.1, 1.1], [0.7, 0.0, -0.3], [-0.2, 0.1, 0.0], [0.3, 0.2, -0.5], [0.6, -0.2, 0.2], [-0.5, 0.0, 0.0], [0.7, -0.6, -1.1], [-2.1, 0.0, 0.4], [0.5, 0.0, -0.4], [1.3, 0.0, 0.7], [-1.8, -0.4, -0.2], [1.0, 0.1, 0.0], [-2.1, 0.0, -1.7], [3.7, 0.7, 2.7], [-0.3, -0.5, -0.5], [0.0, 1.0, -0.6], [-0.1, -0.8, -0.1], [0.1, -0.3, -0.4], [-0.3, 0.2, 0.0], [0.1, -0.2, 0.4], [-0.1, 0.1, 0.1], [0.1, -0.3, 0.0], [0.3, 0.2, 0.1], [-0.1, 0.1, 0.3], [0.0, 0.0, 0.1], [-0.1, -0.1, 0.0], [-0.1, 0.0, -0.2], [0.1, 0.1, 0.2], [0.0, 0.1, 0.1], [-0.3, 0.2, 0.1], [0.2, 0.1, 0.3], [-0.3, 0.0, 0.0], [-0.2, 0.1, -0.3], [0.6, 0.1, 0.0], [-0.2, 0.2, 0.1], [-0.2, -0.1, 0.0], [0.0, 0.0, 0.1], [-0.1, 0.0, -0.1], [-0.3, -0.1, 0.4], [0.0, 0.0, 0.0], [0.0, -0.2, 0.1], [0.3, 0.0, 0.1], [0.0, 0.1, 0.0], [0.0, 0.0, -0.3], [-0.2, 0.7, 0.2], [0.1, -0.2, -0.1], [-0.1, -0.5, 0.3], [0.0, 0.3, 0.0], [0.0, 0.3, -0.1], [0.1, 0.2, -0.1], [0.0, 0.0, 0.0], [0.0, 0.0, 0.1], [0.0, 0.0, 0.1], [0.0, -0.1, -0.1], [0.0, -0.3, -0.1], [0.0, 0.0, 0.0], [0.0, 0.1, 0.0], [0.0, 0.1, 0.0], [-0.1, 0.2, 0.3], [-0.5, 0.2, -0.6], [0.1, -0.1, 0.3], [0.6, -0.2, -0.3], [0.0, 0.1, -0.1], [-0.2, 0.2, 0.0], [-0.3, 0.1, 0.1], [0.0, 0.0, 0.0], [0.1, -0.1, 0.0], [0.0, -0.1, -0.1], [0.1, 0.0, 0.2], [0.2, -0.1, 0.1], [-0.1, 0.0, 0.0], [-0.1, 0.0, 0.0], [0.0, 0.0, 0.0], [0.0, -0.2, 0.2], [0.1, 0.7, 0.2], [-0.1, -0.3, 0.0], [0.3, -0.1, -0.7], [0.0, 0.0, -0.1], [0.2, 0.1, 0.2], [-0.2, 0.0, 0.3], [0.0, 0.0, 0.0], [0.0, 0.0, -0.1], [0.0, 0.1, -0.1], [0.0, -0.2, 0.0], [0.0, -0.3, -0.1], [0.0, 0.0, 0.0], [0.0, 0.1, 0.1], [0.0, 0.0, 0.0], [0.0, -0.1, 0.3], [0.3, -0.5, -0.5], [0.0, 0.2, 0.2], [-0.7, 0.5, -0.1], [-0.1, 0.1, -0.1], [0.2, -0.3, 0.1], [0.3, -0.1, 0.1], [0.0, 0.0, 0.0], [0.0, 0.1, 0.0], [0.0, 0.0, -0.1], [0.0, 0.1, 0.2], [-0.1, 0.2, 0.2], [0.0, 0.0, 0.0], [0.0, -0.1, 0.0], [0.0, 0.0, 0.0]],
  "mulliken_charge": [0.313, -0.621, 0.236, -0.528, -0.102, -1.123, -0.484, -0.873, 0.175, -0.145, 0.056, -0.442, -0.095, -0.919, 0.320, -0.459, -0.107, 0.431, -0.142, 0.218, -1.323, -0.345, 0.265, 0.169, 0.292, 0.411, 0.459, 0.393, 0.285, 0.463, 0.236, -0.173, 0.218, 0.222, 0.289, 0.259, 0.054, 0.397, 0.117, 0.246, -0.078, 0.555, 0.418, 0.212, 0.358, -0.990, -0.376, -0.271, 1.224, -0.975, -0.681, -0.602, 0.297, 0.388, 0.262, 0.346, 0.266, 0.401, 0.360, 0.285, -0.940, -0.354, -0.239, 1.219, -0.943, -0.657, -0.620, 0.359, 0.268, 0.301, 0.346, 0.206, 0.283, 0.429, 0.392, -1.010, -0.233, -0.300, 1.132, -0.982, -0.591, -0.617, 0.286, 0.394, 0.270, 0.243, 0.278, 0.316, 0.369, 0.358, -0.987, -0.325, -0.276, 1.272, -0.989, -0.643, -0.619, 0.293, 0.391, 0.263, 0.300, 0.279, 0.314, 0.369, 0.358],
  "largest_force_ev_per_a": 4.67,
  "total_energy_ev": -130851.2430,
  "smiles": "[H]/N=C(\\N)NCCCCN(OCCC)C(=O)O[C@@H](Cl)[C@H](C)Cl.CCOS(C)(=O)=O.CCOS(C)(=O)=O.CCOS(C)(=O)=O.CCOS(C)(=O)=O",
  "spin_multiplicity": 1
}